This record from the OMol25 dataset describes C34H53As2N7O8PPd as an isolated structure. The level of theory is wB97M-V/def2-TZVPD.

Cartesian coordinates (Å):
Pd 0.35 -0.52 -0.27
N -0.79 -3.75 -0.36
C -1.68 -2.95 -0.96
N -2.67 -3.53 -1.64
C -3.55 -2.70 -2.18
N -4.59 -3.23 -2.84
N -3.52 -1.35 -2.10
C -2.48 -0.88 -1.44
N -1.53 -1.61 -0.84
C -2.35 0.60 -1.35
C -3.39 1.45 -1.70
C -3.19 2.82 -1.59
C -1.96 3.29 -1.15
C -0.97 2.37 -0.84
N -1.17 1.06 -0.92
H -1.04 -4.72 -0.30
H -0.30 -3.38 0.45
H -4.64 -4.23 -2.98
H -5.24 -2.62 -3.30
H -4.32 1.03 -2.05
H -3.98 3.51 -1.83
H -1.77 4.35 -1.04
H 0.01 2.68 -0.51
C -4.05 -2.17 1.40
O -2.87 -2.90 1.73
C -1.87 -2.38 2.44
O -0.85 -3.01 2.58
C -1.93 -0.95 2.90
C -2.84 -0.46 3.75
As -3.13 1.40 4.27
C -4.70 1.71 3.14
C -1.83 2.30 3.12
C -0.70 1.80 2.62
As -0.28 -0.06 2.28
C 0.84 -0.52 3.81
C 0.35 2.74 2.15
O 0.24 3.94 2.10
O 1.45 2.08 1.78
C 2.56 2.87 1.32
C -2.24 3.74 2.92
O -2.82 4.02 1.90
O -2.15 4.60 3.93
C -1.27 4.33 5.03
C -3.78 -1.42 4.42
O -3.65 -2.62 4.41
O -4.75 -0.77 5.06
C -5.69 -1.58 5.79
H -4.42 -2.61 0.48
H -3.84 -1.11 1.24
H -4.80 -2.30 2.18
H -5.52 1.09 3.51
H -4.48 1.48 2.10
H -4.99 2.76 3.22
H 0.35 -0.23 4.74
H 1.78 0.02 3.70
H 1.02 -1.59 3.79
H 2.22 3.63 0.62
H 3.23 2.16 0.85
H 3.04 3.34 2.17
H -0.99 5.30 5.43
H -0.37 3.82 4.69
H -1.78 3.74 5.79
H -5.95 -2.47 5.22
H -6.55 -0.95 5.97
H -5.24 -1.88 6.74
C 3.11 -2.44 -0.41
C 3.13 -2.08 -1.91
C 1.93 -2.80 -2.53
C 4.40 -2.65 -2.54
P 2.92 -0.22 -2.11
N 1.90 0.44 -1.03
C 2.24 0.16 -3.82
C 0.74 -0.16 -3.89
C 2.39 1.67 -4.08
C 2.96 -0.59 -4.94
C 4.57 0.63 -1.84
C 5.60 0.43 -2.96
C 5.16 0.10 -0.52
C 4.35 2.14 -1.65
H 3.17 -3.53 -0.34
H 2.18 -2.13 0.08
H 3.94 -2.03 0.16
H 1.96 -3.84 -2.21
H 1.95 -2.79 -3.62
H 0.98 -2.39 -2.19
H 4.36 -3.73 -2.46
H 5.31 -2.32 -2.03
H 4.49 -2.40 -3.60
H 0.21 0.18 -3.00
H 0.54 -1.21 -4.04
H 0.33 0.38 -4.74
H 1.99 2.26 -3.26
H 1.84 1.90 -4.99
H 3.43 1.95 -4.25
H 2.81 -1.67 -4.90
H 4.04 -0.40 -4.96
H 2.55 -0.24 -5.89
H 5.81 -0.61 -3.18
H 6.54 0.89 -2.63
H 5.30 0.94 -3.88
H 5.47 -0.94 -0.59
H 4.45 0.20 0.30
H 6.04 0.69 -0.29
H 4.29 2.68 -2.59
H 5.21 2.54 -1.11
H 3.45 2.36 -1.08

For the energy above the lowest of the compared OMol25 structures with the same formula, charge and spin, the calculation gives 0.000 eV. The total charge is +1. As for the spin multiplicity: 3. The calculation puts the HOMO energy (alpha / beta) at -10.31 / -10.30 eV. The HOMO-LUMO gap (alpha / beta) is 7.646 / 7.130 eV.


This record from the OMol25 dataset describes C34H53CuN6P as an isolated structure in a non-equilibrium geometry. The level of theory is wB97M-V/def2-TZVPD.

Cartesian coordinates (Å):
Cu 12.95 10.04 8.53
C 12.63 6.54 10.17
N 12.39 7.78 11.02
C 12.99 7.69 12.40
C 11.51 8.73 10.61
N 11.48 9.12 9.31
C 10.21 9.08 8.67
C 9.54 7.86 8.70
C 8.26 7.70 8.18
C 7.69 8.77 7.50
C 8.37 9.92 7.27
C 7.80 10.89 6.43
C 8.29 12.16 6.42
C 9.59 12.38 6.90
C 10.34 11.37 7.54
N 11.69 11.58 7.77
C 12.17 12.83 7.40
N 12.56 13.09 6.13
C 12.72 14.46 5.61
C 12.37 12.06 5.11
N 12.47 13.71 8.45
C 11.55 13.57 9.64
C 13.49 14.69 8.59
C 9.69 10.14 7.85
N 10.77 9.34 11.59
C 9.84 8.57 12.45
C 10.51 10.78 11.61
H 11.99 5.77 10.63
H 13.71 6.28 10.17
H 12.30 6.73 9.17
H 14.05 7.44 12.22
H 12.46 6.95 13.01
H 12.97 8.70 12.87
H 10.03 7.01 9.25
H 7.82 6.66 8.11
H 6.73 8.72 7.02
H 6.88 10.65 5.89
H 7.75 13.01 6.02
H 10.01 13.43 6.85
H 12.22 15.19 6.27
H 12.22 14.59 4.68
H 13.78 14.76 5.43
H 12.02 11.15 5.63
H 13.38 11.84 4.61
H 11.63 12.47 4.39
H 12.15 13.25 10.51
H 10.83 12.79 9.37
H 11.09 14.55 9.88
H 14.33 14.46 7.92
H 13.87 14.61 9.61
H 13.18 15.80 8.49
H 9.89 7.53 12.14
H 8.81 8.99 12.38
H 10.26 8.65 13.47
H 11.02 11.22 12.46
H 9.42 10.89 11.80
H 10.82 11.30 10.71
C 15.94 11.27 6.21
C 16.21 10.59 7.57
C 17.71 10.15 7.46
C 16.13 11.56 8.76
P 15.01 9.20 7.95
C 15.86 8.15 9.20
C 16.49 6.90 8.96
C 17.22 6.29 9.98
C 17.24 6.81 11.31
C 16.52 7.93 11.56
C 15.86 8.65 10.49
C 14.70 8.10 6.41
C 13.90 6.82 6.82
C 13.84 8.80 5.33
C 16.00 7.69 5.70
H 16.47 12.28 6.21
H 14.87 11.50 6.04
H 16.38 10.74 5.38
H 18.20 11.09 7.32
H 17.82 9.54 6.52
H 18.11 9.67 8.33
H 16.68 12.49 8.55
H 16.64 11.09 9.62
H 15.10 11.81 8.96
H 16.43 6.36 8.01
H 17.82 5.43 9.75
H 17.93 6.44 12.09
H 16.45 8.35 12.55
H 15.18 9.46 10.78
H 12.94 7.07 7.18
H 14.40 6.19 7.53
H 13.71 6.29 5.89
H 12.75 8.69 5.55
H 14.02 8.28 4.34
H 14.02 9.89 5.28
H 16.82 7.33 6.32
H 16.41 8.46 5.05
H 15.69 6.87 5.06

The total charge is +1. The calculation puts the HOMO energy (alpha / beta) at -9.02 / -9.02 eV. The HOMO-LUMO gap (alpha / beta) is 7.328 / 7.329 eV.


This record from the OMol25 dataset describes C34H54N4OsP2Si2 as an isolated structure in a non-equilibrium geometry. The level of theory is wB97M-V/def2-TZVPD.

Cartesian coordinates (Å):
Os 0.24 -0.37 2.69
C -0.73 1.61 2.61
C -1.43 0.65 1.81
C -1.28 0.75 0.31
C 0.17 0.59 -0.18
C 1.12 -0.05 0.83
C 1.84 0.74 1.80
C 1.66 2.24 1.95
C 0.19 2.68 2.08
C 1.52 -1.91 2.91
H -1.17 1.87 3.57
H -2.40 0.29 2.15
H -1.66 1.73 -0.01
H -1.93 0.00 -0.17
H 0.16 -0.07 -1.06
H 0.55 1.58 -0.51
H 1.63 -0.95 0.45
H 2.80 0.34 2.14
H 2.12 2.75 1.09
H 2.21 2.59 2.84
H 0.17 3.51 2.80
H -0.18 3.09 1.13
H 1.66 -2.21 3.96
H 2.48 -1.82 2.39
H 0.96 -2.71 2.39
P 1.75 -1.02 -3.39
P -1.67 -0.62 -3.48
N 3.07 0.04 -3.68
N 2.55 -2.41 -4.39
N -1.73 1.14 -3.88
N -3.23 -1.17 -4.20
C 0.74 -0.37 -4.80
C -0.64 -1.01 -4.97
C 4.17 0.10 -2.81
C 5.21 0.73 -3.47
C 4.75 1.07 -4.78
C 3.44 0.65 -4.89
C 2.73 -3.71 -3.93
C 3.17 -4.52 -4.98
C 3.21 -3.70 -6.15
C 2.92 -2.40 -5.74
C -1.49 2.14 -2.93
C -1.49 3.38 -3.56
C -1.68 3.15 -4.95
C -1.81 1.77 -5.12
C -4.07 -0.62 -5.17
C -5.13 -1.50 -5.41
C -4.90 -2.67 -4.62
C -3.72 -2.46 -3.91
H 1.26 -0.50 -5.76
H 0.63 0.71 -4.58
H -1.13 -0.60 -5.87
H -0.58 -2.11 -5.12
H 4.09 -0.30 -1.81
H 6.20 0.90 -3.07
H 5.29 1.53 -5.59
H 2.75 0.76 -5.71
H 2.55 -3.96 -2.90
H 3.44 -5.57 -4.92
H 3.40 -4.02 -7.17
H 2.97 -1.48 -6.30
H -1.35 1.90 -1.89
H -1.38 4.33 -3.06
H -1.75 3.88 -5.74
H -1.94 1.21 -6.04
H -3.86 0.35 -5.60
H -5.96 -1.31 -6.07
H -5.53 -3.54 -4.56
H -3.17 -3.10 -3.24
C -2.91 1.27 5.26
Si -2.13 -0.43 5.04
C -2.40 -1.37 6.67
C -3.12 -1.40 3.78
C -0.24 -0.35 4.69
Si 0.74 0.83 5.84
C 0.39 0.40 7.65
C 2.55 0.61 5.46
C 0.35 2.66 5.77
H -3.99 1.10 5.25
H -2.70 1.99 4.47
H -2.64 1.73 6.22
H -3.48 -1.39 6.86
H -2.05 -2.41 6.57
H -1.91 -0.91 7.53
H -3.80 -0.74 3.22
H -2.47 -1.92 3.06
H -3.73 -2.15 4.30
H 0.10 -1.37 5.01
H 0.61 -0.65 7.88
H 1.04 1.03 8.28
H -0.64 0.61 7.94
H 2.83 1.06 4.50
H 3.13 1.11 6.26
H 2.82 -0.45 5.44
H 0.42 3.09 4.76
H -0.64 2.91 6.18
H 1.10 3.15 6.41

For the energy above the lowest of the compared OMol25 structures with the same formula, charge and spin, the calculation gives 0.000 eV. The total charge is +2. As for the spin multiplicity: 5. The calculation puts the HOMO energy (alpha / beta) at -11.77 / -11.77 eV. The HOMO-LUMO gap (alpha / beta) is 6.423 / 2.561 eV.